1.
This record from the Open Molecules 2025 dataset describes the molecule C5H11NO. The level of theory is ωB97M-V/def2-TZVPD.

- SMILES: C=CCCNCO
- Orbital gap: 9.5 eV
- Energy relative to the best compared isomer or geometry (same formula, charge and spin): 2.1999 eV
- Highest occupied orbital energy: -8.47 eV

Cartesian coordinates (Å):
C 0.74 -0.12 -0.46
C 1.37 1.17 0.07
C 0.34 2.17 0.54
C -0.78 2.41 -0.11
N 0.11 -0.83 0.64
C -0.84 -1.89 0.39
O -0.75 -2.36 -0.93
H 0.05 0.06 -1.28
H 1.55 -0.76 -0.84
H 2.04 1.57 -0.69
H 1.99 0.86 0.90
H 0.56 2.81 1.39
H -1.49 3.14 0.25
H -0.97 2.01 -1.09
H -0.18 -0.23 1.38
H -1.87 -1.52 0.46
H -0.65 -2.73 1.06
H 0.17 -2.60 -1.11

---

2.
This record from the Open Molecules 2025 dataset describes the molecule C8H16Si. The level of theory is ωB97M-V/def2-TZVPD.

- SMILES: C#C[C@H](CC)[Si](C)(C)C
- Orbital gap: 10.4 eV
- Energy relative to the best compared isomer or geometry (same formula, charge and spin): 2.6410 eV
- Highest occupied orbital energy: -9.48 eV

Cartesian coordinates (Å):
C 0.35 -2.94 -0.54
C 0.69 -1.85 -0.14
C 0.11 -1.50 2.88
C -0.17 2.56 -0.21
C 1.37 1.00 -2.32
C -1.67 0.06 -1.38
C -0.22 -0.45 1.76
C 0.75 -0.42 0.54
Si 0.07 0.74 -0.89
H -0.02 -3.75 -1.07
H 0.88 -1.10 3.49
H 0.21 -2.36 2.34
H -0.76 -1.74 3.48
H -0.56 3.25 -1.04
H -0.82 2.57 0.63
H 0.88 2.94 0.04
H 1.38 2.04 -2.53
H 2.36 0.71 -2.07
H 1.18 0.36 -3.09
H -2.41 0.86 -0.95
H -2.02 0.06 -2.40
H -1.90 -0.86 -0.87
H -1.20 -0.58 1.29
H -0.21 0.57 2.28
H 1.73 -0.18 0.77

---

3.
This record from the Open Molecules 2025 dataset describes a cluster of 7 separate species, C13H38NO14 in total. The level of theory is ωB97M-V/def2-TZVPD.

- Orbital gap: 7.7 eV
- Energy relative to the best compared isomer or geometry (same formula, charge and spin): 1.0316 eV
- Highest occupied orbital energy: -5.09 eV
- Total charge: -1

Cartesian coordinates (Å):
N -0.24 0.21 -0.43
O 0.31 -0.81 -0.73
O -0.65 0.41 0.71
O -0.33 1.04 -1.29
C 3.53 -3.12 4.62
C 3.13 -2.33 3.35
C 4.35 -1.89 2.52
O 2.19 -2.96 2.52
H 2.72 -3.05 5.35
H 4.37 -2.62 5.10
H 3.72 -4.18 4.45
H 2.56 -1.47 3.70
H 4.86 -1.05 2.99
H 4.14 -1.56 1.50
H 5.09 -2.68 2.39
H 1.99 -2.39 1.78
C -2.54 -1.01 -4.68
C -1.21 -0.64 -5.40
O -0.16 -1.49 -4.95
O -3.00 -2.31 -5.04
H -3.31 -0.25 -4.80
H -2.28 -1.07 -3.62
H -0.86 0.38 -5.21
H -1.30 -0.72 -6.49
H 0.01 -1.37 -4.01
H -3.30 -2.32 -5.95
C -6.79 1.96 1.47
C -5.45 1.56 2.16
O -4.87 0.46 1.49
O -7.89 1.19 1.85
H -6.56 1.77 0.42
H -7.16 2.98 1.49
H -5.75 1.37 3.19
H -4.77 2.41 2.09
H -3.91 0.53 1.41
H -8.02 1.34 2.79
C -2.70 -4.47 1.05
C -2.64 -4.89 -0.46
O -3.61 -4.22 -1.24
O -3.95 -4.56 1.63
H -2.42 -3.42 1.02
H -1.98 -4.95 1.72
H -2.85 -5.95 -0.59
H -1.63 -4.62 -0.78
H -3.27 -4.05 -2.12
H -3.77 -4.63 2.56
C 4.09 2.51 -3.09
C 3.03 2.83 -4.19
O 1.83 3.52 -3.78
O 4.64 3.75 -2.72
H 4.91 1.93 -3.52
H 3.70 2.03 -2.19
H 2.80 1.98 -4.82
H 3.57 3.50 -4.87
H 1.35 2.91 -3.21
H 4.00 4.45 -2.58
C 2.74 3.69 2.09
C 4.09 4.40 2.46
O 3.87 5.51 3.29
O 2.14 2.98 3.14
H 3.06 2.86 1.45
H 2.10 4.27 1.42
H 4.59 4.83 1.59
H 4.73 3.70 3.00
H 3.62 5.20 4.17
H 1.33 2.59 2.80

---

4.
This record from the Open Molecules 2025 dataset describes a structure of composition C26H38Cl5GaNOSi. The level of theory is ωB97M-V/def2-TZVPD.

- Orbital gap: 9.3 eV
- Highest occupied orbital energy: -11.91 eV
- Total charge: +1

Cartesian coordinates (Å):
Ga 0.32 -0.55 -0.69
O -0.52 0.01 -2.75
C -1.65 -0.55 -3.43
C -2.91 0.10 -2.89
C -2.92 0.03 -1.35
C -2.83 -1.38 -0.88
C -3.99 -2.15 -0.77
C -3.90 -3.48 -0.42
C -2.64 -4.02 -0.20
C -1.54 -3.20 -0.33
N -1.62 -1.91 -0.65
H 0.26 -0.14 -3.30
H -1.66 -1.63 -3.28
H -1.55 -0.35 -4.50
H -3.77 -0.42 -3.31
H -2.95 1.14 -3.20
H -3.82 0.51 -0.96
H -2.05 0.58 -0.99
H -4.95 -1.68 -0.96
H -4.79 -4.09 -0.32
H -2.51 -5.06 0.06
H -0.55 -3.61 -0.17
Cl 1.35 -2.56 0.90
C 1.70 -3.04 -0.73
C 1.43 -2.08 -1.70
C 1.77 -2.45 -2.99
Cl 1.67 -1.29 -4.29
C 2.27 -3.71 -3.31
Cl 2.64 -4.13 -4.94
C 2.46 -4.66 -2.31
Cl 3.04 -6.23 -2.68
C 2.19 -4.31 -0.98
Cl 2.44 -5.44 0.29
C 0.09 4.12 1.00
C 0.29 2.93 0.04
C -0.97 2.78 -0.83
C 1.44 3.24 -0.93
Si 0.65 1.31 1.05
C -0.64 0.94 2.45
C -2.07 1.26 1.97
C -0.61 -0.54 2.83
C -0.34 1.79 3.69
C 2.51 1.18 1.62
C 2.75 0.17 2.75
C 2.96 2.55 2.16
C 3.39 0.78 0.43
H -0.05 5.03 0.41
H 0.95 4.27 1.65
H -0.80 3.99 1.62
H -1.14 3.72 -1.37
H -1.86 2.56 -0.24
H -0.82 2.00 -1.58
H 1.17 4.11 -1.53
H 1.62 2.41 -1.61
H 2.37 3.48 -0.41
H -2.30 0.72 1.05
H -2.22 2.33 1.81
H -2.78 0.93 2.73
H -0.90 -1.17 1.98
H -1.34 -0.73 3.63
H 0.36 -0.86 3.19
H -0.34 2.86 3.46
H 0.63 1.54 4.13
H -1.10 1.61 4.45
H 2.20 0.43 3.66
H 3.81 0.18 3.00
H 2.50 -0.85 2.47
H 2.36 2.85 3.03
H 2.90 3.34 1.42
H 4.00 2.48 2.49
H 3.08 -0.17 0.00
H 4.43 0.67 0.76
H 3.38 1.53 -0.36

---

5.
This record from the Open Molecules 2025 dataset describes a cluster of 4 separate species, C23H45O14PS3 in total. The level of theory is ωB97M-V/def2-TZVPD.

- SMILES: CCCO[C@@]1(O)OC(=O)[C@@H](P(=O)(O)O)[C@@H]1CCOCC.O=S1(=O)CCCC1.O=S1(=O)CCCC1.O=S1(=O)CCCC1
- Orbital gap: 9.4 eV
- Energy relative to the best compared isomer or geometry (same formula, charge and spin): 0.0000 eV
- Highest occupied orbital energy: -9.16 eV

Cartesian coordinates (Å):
C 3.27 1.98 2.96
C 3.28 2.31 1.46
C 4.03 1.24 0.65
O 3.32 0.77 -0.51
C 2.63 -0.38 -0.31
O 2.30 -0.83 -1.61
O 3.41 -1.48 0.22
C 2.61 -2.47 0.73
O 3.01 -3.56 1.07
C 1.18 -1.90 0.70
P 0.00 -2.53 1.94
O 0.68 -3.35 2.93
O -0.77 -1.32 2.68
O -1.09 -3.33 1.12
C 1.40 -0.38 0.57
C 0.07 0.17 -0.04
C 0.26 1.39 -0.93
O -0.95 1.89 -1.47
C -2.01 2.01 -0.53
C -1.70 2.84 0.73
H 2.63 1.12 3.15
H 4.27 1.73 3.29
H 2.85 2.82 3.51
H 2.24 2.38 1.16
H 3.74 3.28 1.29
H 4.94 1.71 0.31
H 4.33 0.46 1.34
H 3.08 -1.31 -1.90
H 0.81 -2.23 -0.27
H -0.16 -0.63 2.95
H -1.88 -3.40 1.69
H 1.49 0.09 1.54
H -0.57 0.38 0.82
H -0.44 -0.59 -0.63
H 0.88 1.11 -1.78
H 0.80 2.20 -0.44
H -2.41 1.03 -0.28
H -2.83 2.51 -1.05
H -0.66 3.14 0.83
H -2.01 2.28 1.61
H -2.28 3.76 0.75
C -4.91 -4.32 -1.70
C -6.25 -4.76 -1.08
C -6.12 -4.62 0.44
S -4.92 -3.31 0.72
O -3.75 -3.89 1.35
O -5.57 -2.16 1.27
C -4.53 -3.02 -1.00
H -4.98 -4.19 -2.78
H -4.15 -5.08 -1.50
H -7.04 -4.10 -1.45
H -6.51 -5.77 -1.36
H -7.06 -4.34 0.91
H -5.74 -5.53 0.89
H -3.48 -2.76 -1.10
H -5.16 -2.19 -1.34
C 9.76 1.79 -0.32
C 10.29 1.34 1.05
C 9.63 2.23 2.11
S 8.05 2.73 1.43
O 8.06 4.16 1.22
O 6.99 2.08 2.16
C 8.25 1.92 -0.15
H 10.01 1.08 -1.10
H 10.19 2.76 -0.59
H 10.02 0.30 1.22
H 11.38 1.41 1.10
H 9.47 1.70 3.04
H 10.21 3.13 2.30
H 7.78 2.52 -0.93
H 7.77 0.94 -0.08
C -7.35 0.54 -3.40
C -8.04 1.22 -2.21
C -7.09 1.12 -1.01
S -5.43 1.05 -1.69
O -4.86 -0.23 -1.39
O -4.73 2.28 -1.38
C -5.92 1.07 -3.41
H -7.86 0.75 -4.34
H -7.35 -0.54 -3.25
H -8.23 2.27 -2.44
H -9.01 0.76 -1.98
H -7.17 1.98 -0.35
H -7.26 0.21 -0.44
H -5.24 0.46 -3.99
H -5.89 2.11 -3.75

---

6.
This record from the Open Molecules 2025 dataset describes a cluster of 3 separate species, C12H12BrFNO6PS in total. The level of theory is ωB97M-V/def2-TZVPD.

- SMILES: N[PH2](Br)S(=O)(=O)F.O=C1C=CC(=O)C=C1.O=C1C=CC(=O)C=C1
- Orbital gap: 8.5 eV
- Highest occupied orbital energy: -10.12 eV

Cartesian coordinates (Å):
N -0.09 -1.76 -0.31
P -0.39 -0.15 -0.67
Br 1.83 0.47 -0.62
S -2.64 -0.33 -0.77
O -3.08 0.71 -1.59
O -3.17 -0.49 0.51
F -2.97 -1.66 -1.53
H -0.87 -2.20 0.18
H 0.12 -2.27 -1.17
H -0.44 0.28 -1.98
H -0.64 0.70 0.40
C -4.32 -4.31 4.49
C -3.44 -4.58 3.53
C -2.61 -3.51 2.93
O -1.81 -3.75 2.05
C -2.80 -2.13 3.44
C -3.68 -1.86 4.39
C -4.51 -2.93 5.00
O -5.32 -2.69 5.87
H -4.94 -5.08 4.94
H -3.29 -5.58 3.14
H -2.19 -1.37 2.97
H -3.84 -0.85 4.77
C 3.51 3.75 -4.27
C 4.17 4.89 -4.12
C 5.30 5.02 -3.17
O 5.90 6.06 -3.04
C 5.68 3.81 -2.40
C 5.02 2.66 -2.54
C 3.89 2.54 -3.49
O 3.29 1.49 -3.63
H 2.68 3.64 -4.96
H 3.91 5.79 -4.68
H 6.51 3.92 -1.71
H 5.28 1.77 -1.98

---

7.
This record from the Open Molecules 2025 dataset describes a structure of composition C12H30MnO6. The level of theory is ωB97M-V/def2-TZVPD.

- ⟨S²⟩: 8.75
- Orbital gap (alpha / beta): 7.2 / 7.3 eV
- Energy relative to the best compared isomer or geometry (same formula, charge and spin): 1.6056 eV
- Highest occupied orbital energy (alpha / beta): -6.79 / -6.92 eV
- 2S+1: 6

Cartesian coordinates (Å):
Mn -13.36 -11.35 -2.32
C -16.15 -11.40 -5.86
C -16.14 -11.29 -4.33
O -14.87 -10.95 -3.81
H -15.62 -12.29 -6.20
H -15.70 -10.51 -6.31
H -17.14 -11.56 -6.30
H -16.62 -12.12 -3.82
H -16.83 -10.45 -4.20
C -12.98 -11.62 1.54
C -14.31 -11.21 0.95
O -14.43 -11.38 -0.47
H -12.17 -10.97 1.21
H -12.63 -12.62 1.28
H -12.96 -11.58 2.63
H -14.56 -10.23 1.36
H -15.09 -11.86 1.35
C -11.19 -11.05 -4.82
O -12.06 -11.91 -4.06
C -12.01 -13.32 -4.37
C -13.32 -14.03 -3.90
O -13.57 -13.57 -2.62
C -14.65 -14.30 -1.96
H -11.50 -10.03 -4.59
H -11.19 -11.26 -5.89
H -10.12 -11.15 -4.62
H -11.23 -13.77 -3.76
H -11.99 -13.50 -5.44
H -13.18 -15.11 -3.90
H -14.16 -13.99 -4.60
H -15.61 -13.94 -2.34
H -14.59 -14.14 -0.88
H -14.67 -15.37 -2.16
C -13.31 -8.24 -2.73
O -12.67 -9.42 -2.27
C -11.66 -9.21 -1.30
C -10.72 -10.40 -1.12
O -11.44 -11.62 -1.30
C -10.68 -12.77 -1.00
H -12.63 -7.60 -3.29
H -13.61 -7.59 -1.91
H -14.19 -8.40 -3.35
H -12.22 -9.07 -0.37
H -11.06 -8.31 -1.46
H -10.36 -10.34 -0.09
H -9.91 -10.38 -1.86
H -10.19 -12.72 -0.03
H -9.88 -12.90 -1.73
H -11.29 -13.67 -0.98

---

8.
This record from the Open Molecules 2025 dataset describes the ion C5H11NO with charge +1. The level of theory is ωB97M-V/def2-TZVPD.

- ⟨S²⟩: 0.78
- Orbital gap (alpha / beta): 11.7 / 6.4 eV
- Energy relative to the best compared isomer or geometry (same formula, charge and spin): 3.3083 eV
- Highest occupied orbital energy (alpha / beta): -15.75 / -15.74 eV
- 2S+1: 2
- Total charge: +1

Cartesian coordinates (Å):
O -1.05 -0.53 2.90
C -0.85 0.32 2.07
N -0.34 0.19 0.79
C -0.11 -1.04 -0.05
C 0.86 -0.92 -1.13
C 0.34 0.10 -2.16
C 0.88 1.55 -1.85
H -1.07 1.30 2.26
H -0.03 1.17 0.54
H 0.30 -1.74 0.60
H -1.09 -1.22 -0.46
H 1.73 -0.47 -0.61
H 1.09 -1.86 -1.73
H -0.75 -0.11 -2.30
H 0.89 -0.29 -3.04
H 0.87 2.17 -2.74
H 1.90 1.80 -1.34
H 0.24 2.07 -1.18

---

9.
This record from the Open Molecules 2025 dataset describes the molecule C7H12N2. The level of theory is ωB97M-V/def2-TZVPD.

- SMILES: C=C[C@@]12CNCCN1C2
- Orbital gap: 9.7 eV
- Energy relative to the best compared isomer or geometry (same formula, charge and spin): 5.1429 eV
- Highest occupied orbital energy: -8.69 eV

Cartesian coordinates (Å):
C -0.15 1.98 -1.75
C -0.56 1.11 -0.83
C 0.55 0.54 0.05
C 0.10 0.70 1.51
C -1.08 -1.39 0.84
C -0.13 -1.60 -0.37
C 1.82 0.25 -0.73
H 0.78 2.24 -1.90
H -0.96 2.38 -2.33
H -1.58 0.59 -0.71
H -0.53 1.48 1.64
H 0.78 0.83 2.36
H -0.09 -1.08 2.39
H -1.17 -2.38 1.26
H -2.13 -1.11 0.49
H -0.09 -2.81 -0.47
H -0.66 -1.38 -1.33
H 2.71 0.65 -0.16
H 1.98 0.21 -1.80
N -0.68 -0.42 1.93
N 1.09 -0.77 -0.08

---

10.
This record from the Open Molecules 2025 dataset describes a structure of composition C34H28Br2O5PRb. The level of theory is ωB97M-V/def2-TZVPD.

- Orbital gap (alpha / beta): 7.1 / 4.7 eV
- Highest occupied orbital energy (alpha / beta): -3.10 / -0.63 eV
- Total charge: -2

Cartesian coordinates (Å):
Rb 0.00 0.00 0.00
Br -1.25 2.16 2.01
C -1.71 2.96 0.00
Br -1.25 2.16 -2.01
H -1.22 3.94 0.00
H -2.80 3.02 0.00
O 1.91 -0.08 1.79
C 1.48 -1.02 2.84
C -0.09 -1.77 2.77
O -0.33 -2.48 3.81
O -0.87 -1.67 1.76
C 1.42 -0.18 4.15
C 0.99 1.16 4.10
C 0.93 1.93 5.26
C 1.28 1.38 6.49
C 1.67 0.05 6.56
C 1.73 -0.73 5.40
C 2.58 -2.11 2.81
C 3.90 -1.80 3.19
C 4.92 -2.75 3.11
C 4.65 -4.03 2.65
C 3.36 -4.36 2.25
C 2.34 -3.40 2.32
H 2.63 0.25 1.99
H 0.68 1.59 3.15
H 0.58 2.96 5.20
H 1.22 1.98 7.39
H 1.91 -0.40 7.52
H 1.99 -1.79 5.48
H 4.14 -0.80 3.55
H 5.93 -2.48 3.42
H 5.44 -4.77 2.59
H 3.13 -5.35 1.88
H 1.34 -3.69 1.99
O 2.52 -2.18 -1.15
C 2.04 -1.36 -1.99
O 2.01 -0.09 -1.88
C 1.52 -1.93 -3.28
C 2.44 -2.14 -4.32
C 2.04 -2.70 -5.53
C 0.71 -3.06 -5.71
C -0.21 -2.86 -4.69
C 0.16 -2.28 -3.46
P -1.06 -2.02 -2.11
C -1.33 -3.76 -1.65
C -0.49 -4.30 -0.66
C -0.61 -5.63 -0.25
C -1.57 -6.45 -0.82
C -2.41 -5.94 -1.82
C -2.28 -4.61 -2.24
C -2.56 -1.41 -2.93
C -2.48 -0.52 -4.01
C -3.63 0.01 -4.62
C -4.89 -0.34 -4.13
C -4.99 -1.19 -3.04
C -3.84 -1.70 -2.43
H 3.48 -1.87 -4.16
H 2.77 -2.86 -6.32
H 0.39 -3.51 -6.65
H -1.24 -3.16 -4.85
H 0.30 -3.68 -0.22
H 0.07 -6.01 0.51
H -1.66 -7.49 -0.51
H -3.15 -6.59 -2.29
H -2.92 -4.26 -3.04
H -1.51 -0.20 -4.39
H -3.53 0.69 -5.45
H -5.78 0.07 -4.60
H -5.97 -1.44 -2.63
H -3.95 -2.33 -1.55
H -2.57 0.00 0.00